Below is a 9-piece molecular cluster, C21H64N14O9 overall at a distorted geometry, with properties calculated with ωB97M-V/def2-TZVPD.

Each line ends with the Mulliken charge.
Geometry (Å):
C1 -2.6813 -0.3941 1.8748  -0.399
O1 -2.6018 0.1535 3.1618  -0.366
C2 -2.2656 -0.8469 4.0962  -0.589
C3 -2.4481 -0.2595 5.4756  0.466
C4 -1.5843 1.0475 5.6796  -1.278
N1 -1.8031 -1.2555 6.3646  -0.728
H1 -3.4631 -1.1528 1.8395  0.403
H2 -1.7610 -0.9126 1.6058  0.118
H3 -2.8437 0.3360 1.0820  0.082
H4 -2.8349 -1.7682 3.9729  0.482
H5 -1.2752 -1.1909 3.7981  0.156
H6 -3.5092 -0.1496 5.6997  0.295
H7 -1.5154 1.3529 6.7237  0.440
H8 -1.9304 1.8790 5.0656  0.267
H9 -0.5549 0.7910 5.4292  0.252
H10 -2.2056 -2.1810 6.3273  0.223
H11 -2.0352 -1.0078 7.3159  0.228
C5 -4.3150 0.8313 -5.1227  -0.458
O2 -3.3107 1.6820 -5.4085  -0.414
C6 -1.9940 1.1983 -5.0594  0.457
C7 -1.1114 2.4616 -5.1692  0.173
C8 0.3544 2.1766 -4.7238  -0.982
N2 -1.4980 3.5708 -4.3918  -0.661
H12 -4.4052 -0.1187 -5.6495  0.292
H13 -5.2907 1.2987 -5.2553  0.353
H14 -4.1448 0.5120 -4.0945  -0.070
H15 -2.0467 0.8053 -4.0441  -0.463
H16 -1.7180 0.3921 -5.7391  0.306
H17 -1.2184 2.7358 -6.2187  0.372
H18 0.3885 1.9207 -3.6648  0.040
H19 1.0049 3.0473 -4.8071  0.429
H20 0.6357 1.3123 -5.3254  0.261
H21 -1.0146 4.4361 -4.5858  0.297
H22 -1.2011 3.4254 -3.4374  0.134
C9 1.0127 -2.4384 2.3453  -0.141
O3 1.9024 -3.1341 3.1890  -0.401
C10 2.5391 -4.1698 2.4304  -0.693
C11 2.9808 -5.2675 3.3875  0.564
C12 4.3667 -4.8921 4.0444  -1.364
N3 3.2434 -6.4693 2.6780  -0.675
H23 0.6992 -1.5090 2.8208  -0.409
H24 0.0872 -2.9809 2.1522  0.282
H25 1.4811 -2.1012 1.4206  0.420
H26 1.9189 -4.6463 1.6712  0.297
H27 3.3943 -3.7556 1.8964  0.289
H28 2.2583 -5.4621 4.1801  0.302
H29 4.1602 -4.2962 4.9335  0.323
H30 5.0736 -4.3644 3.4041  0.300
H31 5.0003 -5.6873 4.4371  0.398
H32 2.7568 -6.6081 1.8039  0.203
H33 3.0020 -7.2384 3.2866  0.245
C13 2.9954 2.9774 -0.2861  -0.465
O4 2.4057 3.5764 0.8597  -0.398
C14 2.6783 2.8859 2.0828  -1.055
C15 1.5009 2.0835 2.8535  1.765
C16 0.2447 2.9477 2.8154  -1.284
N4 1.7829 1.7961 4.2351  -0.742
H34 4.0838 3.0218 -0.2458  0.299
H35 2.5852 3.5713 -1.1029  0.276
H36 2.6750 1.9458 -0.4315  0.053
H37 3.4301 2.1143 1.9168  0.369
H38 3.0502 3.6493 2.7662  0.337
H39 1.3438 1.1162 2.3762  -0.473
H40 0.5136 3.8575 3.3522  0.470
H41 -0.6173 2.3563 3.1242  0.065
H42 -0.0372 3.2440 1.8050  0.030
H43 1.1290 1.1257 4.6133  0.308
H44 2.6711 1.3198 4.1683  0.335
N5 -1.9139 5.1985 -0.9731  -0.520
C17 -0.7696 4.5047 -0.9223  0.629
N6 0.0892 5.1377 -0.1587  -0.309
O5 -0.5765 3.4149 -1.3362  -0.422
H45 -2.5543 4.6855 -1.5620  0.258
H46 -2.2331 5.8246 -0.2477  0.207
H47 -0.1517 6.0934 0.0619  0.154
H48 0.9749 4.7245 0.0962  0.186
N7 -4.5533 -0.7657 -1.3862  -0.310
C18 -4.1848 -1.6504 -2.2576  0.771
N8 -4.7565 -2.7824 -2.0488  -0.507
O6 -3.2646 -1.6136 -3.0311  -0.642
H49 -5.3284 -0.9767 -0.7740  0.199
H50 -4.0319 0.0914 -1.2697  0.153
H51 -4.4090 -3.5614 -2.5898  0.234
H52 -5.4064 -3.0316 -1.3170  0.128
N9 3.4485 -0.9143 -1.9958  -0.195
C19 3.7946 -0.5212 -0.8527  0.678
N10 5.0459 -0.1001 -0.7491  -0.461
O7 3.0524 -0.4784 0.0994  -0.622
H53 4.1240 -0.8868 -2.7461  0.118
H54 2.4639 -1.0831 -2.1449  0.048
H55 5.3359 0.1019 0.1970  0.253
H56 5.5615 0.0561 -1.6034  0.145
N11 0.2758 0.3496 -0.1527  1.383
C20 -0.2902 -0.4726 -0.9876  0.404
N12 -1.4310 -0.0586 -1.3798  0.575
O8 0.2100 -1.5453 -1.3473  -1.093
H57 -0.0190 1.3121 -0.0699  -0.375
H58 1.1958 0.0706 0.1570  -0.721
H59 -1.6388 0.8959 -1.1229  -0.005
H60 -1.9178 -0.6578 -2.0309  -0.375
N13 -0.0392 -1.8238 -4.1866  0.113
C21 0.8869 -1.8107 -5.0660  0.784
N14 0.6239 -2.3485 -6.2006  -0.484
O9 2.0060 -1.4463 -4.8880  -0.694
H61 0.1174 -1.5953 -3.2153  -0.143
H62 -0.9014 -2.2194 -4.5334  0.095
H63 -0.3421 -2.5529 -6.4132  0.148
H64 1.3932 -2.2616 -6.8493  0.261

Summary:
Kohn-Sham gap: 8.57 eV
SMILES string: COC[C@H](C)N.COC[C@H](C)N.COC[C@H](C)N.COC[C@H](C)N.NC(N)=O.NC(N)=O.NC(N)=O.NC(N)=O.NC(N)=O
Calculated total energy: -62103.7182 eV
Molecular weight: 656.832 u
Total charge: 0
Energy above the lowest of the compared OMol25 structures with the same formula, charge and spin: 86.9 kcal/mol
LUMO energy: 0.3 eV